[1]
A structure of composition C6H11NO2 at a distorted geometry. Source: the Open Molecules 2025 dataset; level of theory: ωB97M-V with the def2-TZVPD basis set.

HOMO-LUMO gap (alpha / beta): 7.75 / 7.75 eV
total charge: 0
ΔE to the lowest compared entry with this formula, charge and spin: 96.7 kcal per mole
highest occupied orbital energy (alpha / beta): -7.10 / -7.09 eV

Geometry as XYZ:
```
20
Properties=species:S:1:pos:R:3:forces:R:3
C -0.259588 0.108067 0.821133 0.390 -1.869 2.318
C 0.842020 -0.053361 -0.081827 -0.629 2.755 -3.862
C 0.713050 -1.848813 1.130175 -1.600 1.627 0.445
C 0.962998 -1.551788 -0.320972 0.264 0.584 -0.344
C -1.676973 -0.298018 0.532435 0.197 -0.082 0.064
C 0.466371 1.183786 -1.611691 1.211 -1.987 0.453
N -0.356735 2.263347 -1.480542 -0.058 -0.141 0.512
O -0.263528 1.223107 1.634569 0.316 -0.265 -0.252
O 0.979539 0.885802 -2.672346 -0.330 0.205 0.442
H 0.651559 1.522753 1.758823 -0.306 -0.121 -0.008
H 1.780933 0.409510 0.214240 -0.074 -0.176 0.347
H -0.560840 2.838480 -2.292643 0.189 -0.251 0.210
H -0.709357 2.546354 -0.580340 0.040 -0.089 -0.108
H 1.947216 -1.824343 -0.701810 -0.124 -0.088 -0.036
H -0.131899 -2.462964 1.419872 0.255 -0.273 -0.052
H 1.557279 -1.835840 1.812009 -0.096 0.047 -0.057
H 0.196715 -1.933048 -0.999264 0.115 0.022 0.137
H -2.196742 -0.521771 1.467085 0.124 0.007 -0.059
H -1.722056 -1.176636 -0.108360 0.012 0.089 -0.015
H -2.219963 0.525376 0.059454 0.105 0.006 -0.135
```
Positions in Å, forces in eV/Å.

---

[2]
A structure of composition C16H38CuN3OSSb. Source: the Open Molecules 2025 dataset; level of theory: ωB97M-V with the def2-TZVPD basis set.

HOMO-LUMO gap: 8.64 eV
total charge: +1
highest occupied orbital energy: -10.74 eV

Geometry as XYZ:
```
61
Properties=species:S:1:pos:R:3:forces:R:3
Cu 0.200517 0.524062 -0.466905 -0.382 0.144 0.145
C 4.285503 1.621107 -1.204213 0.043 0.060 -0.040
C 2.870239 1.660518 -0.713278 -0.056 -0.163 -0.028
N 2.531510 2.633831 0.140249 0.092 -0.108 -0.184
O 2.059947 0.798814 -1.096971 0.223 0.292 -0.003
H 4.933301 2.326311 -0.683982 -0.042 -0.048 -0.051
H 4.288787 1.847751 -2.272574 0.002 -0.010 0.073
H 4.670652 0.609370 -1.082449 -0.022 0.027 0.009
H 3.188863 3.338976 0.419147 0.057 0.008 0.023
H 1.590065 2.684383 0.488131 -0.177 -0.013 0.076
C 1.838888 1.163324 4.453700 -0.096 0.019 0.096
C 0.491256 0.486567 4.200578 0.099 0.262 -0.163
C -0.666402 1.360646 4.683127 0.061 -0.002 0.058
Sb 0.211325 -0.096691 2.123241 -0.123 -0.393 -0.083
C 1.730100 -1.650728 1.990044 -0.075 0.034 -0.141
C 3.103194 -0.994647 1.800260 -0.035 -0.088 -0.076
C 1.472407 -2.605250 0.816358 0.118 0.020 0.115
C -1.667328 -1.140826 2.469900 -0.005 0.085 -0.150
C -2.819950 -0.149135 2.257670 -0.011 -0.133 -0.036
C -1.865846 -2.379477 1.593888 -0.108 0.074 0.050
H 1.895888 1.484811 5.499970 -0.005 -0.016 -0.093
H 1.967465 2.056453 3.833035 -0.016 -0.060 0.036
H 2.682396 0.496995 4.277736 -0.043 0.022 0.003
H 0.461471 -0.472819 4.722301 0.010 -0.019 0.015
H -0.758189 2.278131 4.092055 0.014 -0.071 0.042
H -0.489666 1.658895 5.722780 -0.015 -0.022 -0.092
H -1.623139 0.838154 4.655611 0.055 0.023 -0.013
H 1.701657 -2.198881 2.933180 0.032 -0.038 0.024
H 3.180767 -0.591164 0.786229 -0.015 -0.021 0.062
H 3.892631 -1.743732 1.911008 -0.019 0.019 -0.015
H 3.315880 -0.187582 2.498974 -0.021 -0.011 0.016
H 1.325732 -2.050787 -0.118167 0.014 0.018 0.023
H 0.609975 -3.250300 0.965082 0.023 0.047 0.001
H 2.345149 -3.251110 0.664319 -0.062 0.052 0.026
H -1.632376 -1.443615 3.518522 -0.004 0.010 0.044
H -2.924257 0.104943 1.199557 0.020 -0.035 0.073
H -2.705636 0.783495 2.811087 0.030 -0.029 -0.001
H -3.763789 -0.606908 2.574292 0.070 0.035 -0.022
H -1.708324 -2.151476 0.534434 -0.003 -0.003 0.066
H -2.897171 -2.737729 1.696589 0.084 0.039 -0.002
H -1.209797 -3.201131 1.878000 -0.007 0.039 0.014
C -2.336514 2.593350 -3.412654 0.157 -0.141 -0.041
N -1.878265 1.268679 -3.841769 -0.006 0.090 -0.039
C -1.144519 1.296898 -5.111607 -0.183 -0.028 0.048
C -1.817184 0.225000 -2.996303 0.203 -0.002 -0.036
S -1.909832 0.461179 -1.280228 0.135 -0.081 -0.155
N -1.720493 -1.012788 -3.517949 -0.078 -0.084 0.003
C -1.311162 -2.155895 -2.697188 -0.195 0.121 -0.088
C -2.406088 -1.399498 -4.760931 0.164 0.078 0.124
H -2.660023 3.134749 -4.302480 0.008 -0.048 0.059
H -1.532525 3.151432 -2.928934 0.027 -0.012 -0.002
H -3.166808 2.513112 -2.723396 -0.071 -0.076 0.078
H -0.484895 2.165147 -5.102350 -0.013 0.035 0.024
H -1.816173 1.387731 -5.965768 -0.026 -0.033 0.010
H -0.530620 0.413835 -5.227139 0.023 -0.177 0.043
H -0.440199 -1.911255 -2.102037 0.120 0.094 0.079
H -1.058295 -2.972633 -3.370971 0.005 0.024 0.006
H -2.112293 -2.473548 -2.027456 -0.022 0.005 -0.019
H -3.045593 -0.600003 -5.112108 -0.015 0.175 -0.016
H -3.036961 -2.260902 -4.544347 -0.001 -0.016 0.033
H -1.705277 -1.678166 -5.546919 0.062 0.029 -0.009
```
Positions in Å, forces in eV/Å.

---

[3]
A structure of composition C6H15BeN6O12 at a distorted geometry. Source: the Open Molecules 2025 dataset; level of theory: ωB97M-V with the def2-TZVPD basis set.

HOMO-LUMO gap: 2.27 eV
total charge: -1
ΔE to the lowest compared entry with this formula, charge and spin: 251.8 kcal per mole
highest occupied orbital energy: -5.11 eV

Geometry as XYZ:
```
40
Properties=species:S:1:pos:R:3:forces:R:3
Be 1.049626 -1.061842 0.870478 0.204 -0.216 0.086
O 3.819986 -4.559052 -3.576482 0.675 -0.546 -1.198
C 3.178226 -4.167852 -2.480772 0.393 1.393 1.396
O 1.997436 -4.368212 -2.362542 -2.501 -0.918 -0.205
O 3.827756 -3.524102 -1.617202 0.817 0.246 0.276
H 4.691756 -4.176602 -3.452572 0.487 -0.025 -0.170
O -3.263464 -4.119422 4.074238 -0.636 0.249 0.984
C -2.538794 -4.876602 3.297378 3.580 -0.331 -4.436
O -1.525004 -4.440802 2.672918 0.110 1.105 1.121
O -2.886054 -6.014882 2.956978 -1.351 -1.053 1.135
H -3.914964 -4.821182 4.142768 -1.609 0.184 1.116
O 5.202336 0.455688 5.103268 1.877 0.600 2.786
C 4.329596 0.049678 4.253498 -0.676 0.623 -4.648
O 4.550886 0.381118 3.062458 0.193 0.182 -0.959
O 3.341056 -0.573942 4.560388 -2.021 -1.540 1.566
H 4.800916 0.082888 5.891608 0.404 0.078 1.094
C 1.626466 1.134178 -4.687422 -1.103 0.703 5.223
O 1.426816 1.212498 -3.457502 0.822 0.069 -0.993
N 0.658976 0.803458 -5.466352 -3.397 -1.597 -3.234
N 2.729056 1.482538 -5.278482 4.340 1.482 -1.475
H -0.205274 0.473848 -5.060722 0.315 0.019 -0.139
H 0.792096 0.794848 -6.467492 -0.366 -0.140 0.277
H 3.388806 2.053338 -4.769522 -0.167 -0.446 0.131
H 2.982376 1.310128 -6.240862 -0.445 -0.069 0.269
C -4.471304 -0.609552 0.034848 3.652 -0.955 -0.681
O -3.310554 -0.573362 -0.362832 -0.449 0.229 -0.132
N -5.366684 -1.480892 -0.386322 -1.737 -2.393 -2.471
N -4.972494 0.080668 1.019738 -1.458 2.306 2.402
H -6.246274 -1.659222 0.076958 0.452 -0.061 -0.165
H -5.093194 -2.049992 -1.174632 -0.228 -0.015 0.279
H -5.969824 0.149748 0.875928 0.195 0.859 1.105
H -4.412244 0.732768 1.549798 -0.352 0.033 -0.339
C -0.055514 4.677708 1.591918 -2.492 -1.693 2.751
O -0.369324 3.506938 1.768218 0.753 0.215 0.220
N -0.251584 5.640208 2.541338 -0.433 -0.030 2.252
N 0.245836 5.220448 0.474108 1.899 2.155 -4.888
H -0.602804 5.270888 3.413318 0.143 0.287 -0.110
H -0.034464 6.625808 2.502108 0.120 -0.495 -0.207
H 0.533206 4.710338 -0.348882 -0.203 -0.100 0.358
H 0.316616 6.227808 0.456348 0.193 -0.394 -0.376
```
Positions in Å, forces in eV/Å.

---

[4]
A cluster of 2 separate species, C5H14 in total at a distorted geometry. Source: the Open Molecules 2025 dataset; level of theory: ωB97M-V with the def2-TZVPD basis set.

HOMO-LUMO gap: 12.20 eV
total charge: 0
ΔE to the lowest compared entry with this formula, charge and spin: 7.1 kcal per mole
highest occupied orbital energy: -11.07 eV
SMILES: CCC.CC

Geometry as XYZ:
```
19
Properties=species:S:1:pos:R:3:forces:R:3
C 2.603343 0.197845 0.206242 0.263 -0.159 0.031
C 1.497259 -0.719020 0.693170 -0.247 -0.426 0.777
C 0.802475 -1.659296 -0.299982 0.583 0.282 0.147
H 3.479635 -0.296174 -0.210995 -0.091 -0.410 -0.104
H 2.989327 0.743647 1.070614 -0.132 0.342 -0.218
H 2.239568 0.871569 -0.572301 -0.018 0.185 0.206
H 1.834959 -1.353126 1.519820 0.440 0.026 -0.100
H 0.772653 -0.101704 1.227201 -0.268 0.197 -0.402
H -0.215453 -1.808303 0.022708 -0.360 -0.176 -0.080
H 0.809250 -1.272315 -1.318438 -0.101 0.031 -0.033
H 1.294690 -2.631898 -0.290323 0.032 0.000 -0.211
C -1.649910 0.823013 -0.250738 -0.356 0.168 0.441
C -3.098716 1.260386 -0.249946 0.094 0.579 -1.669
H -1.152101 1.251882 0.615709 0.330 -0.223 0.035
H -1.665363 -0.255334 -0.204863 0.480 -0.299 0.121
H -1.127219 1.130270 -1.154505 0.014 0.037 -0.007
H -3.513355 0.932478 -1.210753 -0.418 -0.318 0.346
H -3.671023 0.871327 0.580306 -0.136 0.054 0.138
H -3.174813 2.343720 -0.351798 -0.110 0.108 0.582
```
Positions in Å, forces in eV/Å.

---

> What is the total charge in the fourth record?

0

---

> Among the records above, which one has the lowest total charge?

C6H15BeN6O12